No. 1
Below is a 10-piece molecular cluster, C39H43F9N4O29S overall at a distorted geometry, with properties calculated with ωB97M-V/def2-TZVPD.

Each line ends with the Mulliken charge.
CARTESIAN COORDINATES (ANGSTROEM)
S: 3.724 5.874 -1.481  -0.276
F: -7.850 6.331 5.709  -0.263
F: 0.358 -10.362 -2.093  -0.274
F: 8.354 -10.812 4.301  -0.280
F: -8.756 6.282 9.883  -0.278
F: -1.821 4.923 6.033  -0.293
F: 0.094 5.159 -5.706  -0.260
F: 8.774 -4.849 -2.181  -0.285
F: 2.566 -7.801 -0.789  -0.192
F: 2.312 4.751 -9.508  -0.293
O: 3.200 -3.443 -1.333  -0.478
O: 1.732 9.143 -9.542  -0.490
O: 7.733 -6.812 1.655  -0.527
O: 3.042 -10.082 -4.222  -0.321
O: 6.692 -5.160 0.534  -0.303
O: -9.324 6.217 2.607  -0.324
O: -0.347 0.830 -4.865  -0.526
O: 0.733 2.433 -3.708  -0.115
O: -3.738 4.256 5.054  -0.303
O: -9.621 8.333 10.230  -0.314
O: -0.880 3.675 0.043  -0.427
O: -3.282 4.821 2.926  -0.308
O: -11.380 5.483 3.168  -0.498
O: 4.695 -11.513 1.900  -0.514
O: -10.231 10.460 9.774  -0.501
O: 2.423 6.998 -9.394  -0.325
O: 3.302 -5.695 -1.124  -0.276
O: -0.471 2.983 -5.530  -0.364
O: 1.534 -4.560 -0.312  -0.307
O: -5.342 4.093 3.473  -0.540
O: 6.736 -10.797 1.270  -0.281
O: 0.902 -10.783 -4.238  -0.311
O: 2.072 -10.676 -6.167  -0.496
O: 0.340 2.954 1.763  -0.470
O: 8.489 -6.165 -0.373  -0.313
O: -9.840 9.009 8.094  -0.324
O: -9.768 5.651 4.741  -0.321
O: 0.223 7.476 -9.404  -0.315
O: 6.381 -11.423 3.401  -0.311
N: 0.709 -0.715 1.523  -0.384
N: -1.840 2.478 -1.709  -0.087
N: 1.510 3.215 -0.246  1.280
N: 2.352 4.247 0.341  -0.926
C: -4.228 4.367 3.787  0.660
C: 7.926 -10.500 2.000  -0.276
C: -3.269 0.504 -1.225  -0.673
C: -8.175 6.559 3.380  -0.394
C: -9.316 7.682 8.065  -0.143
C: -2.327 4.316 4.934  0.345
C: 7.648 -6.111 0.700  0.649
C: 2.615 -6.563 -0.237  0.204
C: -0.224 4.180 -4.818  0.333
C: -2.241 1.759 0.631  -0.208
C: 7.008 -4.457 -0.666  -0.286
C: -9.926 9.376 9.401  0.633
C: 2.276 1.944 -0.083  -0.739
C: -2.134 5.158 3.706  -0.216
C: 7.838 -5.458 -1.415  0.347
C: -10.269 5.760 3.473  0.598
C: 2.722 -4.467 -0.960  0.635
C: -1.677 2.584 -0.388  0.221
C: 1.744 5.844 -8.940  0.477
C: 2.793 5.026 -0.508  0.535
C: 0.990 -1.233 -0.950  -1.131
C: 7.783 -11.378 3.211  0.305
C: 0.952 3.821 -3.958  -0.311
C: 1.345 -10.833 -2.896  0.291
C: 0.320 3.239 0.597  0.011
C: 1.586 -1.302 0.492  -0.359
C: -8.361 5.718 4.609  0.420
C: -0.053 1.970 -4.716  0.592
C: 2.012 -10.526 -4.993  0.599
C: 2.530 -9.911 -2.900  -0.146
C: -2.635 1.454 -2.082  -0.182
C: 0.929 0.219 -1.549  1.852
C: 1.247 -5.948 -0.155  -0.443
C: -9.677 7.168 9.429  0.308
C: 5.826 -11.266 2.164  0.636
C: 1.483 7.988 -9.458  0.628
C: 2.264 1.051 -1.356  -0.814
C: 0.345 6.055 -9.445  -0.390
C: -3.065 0.658 0.194  -0.473
H: 8.169 -12.392 3.082  0.275
H: 3.106 0.320 -1.316  0.498
H: 0.438 -1.386 2.231  0.294
H: -9.769 7.099 7.265  0.092
H: -3.516 -0.039 0.926  0.413
H: -7.952 4.708 4.528  0.265
H: 0.132 0.758 -0.976  -1.250
H: 3.147 -6.608 0.716  0.226
H: -7.256 6.322 2.846  0.239
H: 1.825 5.777 -7.853  0.184
H: 2.617 -0.879 0.492  0.117
H: -0.404 5.578 -8.815  0.237
H: 0.757 -6.141 0.798  0.344
H: -10.674 6.726 9.497  0.296
H: 7.262 -6.156 -2.027  0.271
H: 1.906 3.950 -4.475  0.275
H: 0.978 4.385 -3.027  0.077
H: 0.591 -6.280 -0.963  0.280
H: -3.894 -0.317 -1.623  0.394
H: 1.576 -11.865 -2.625  0.274
H: -1.118 4.466 -4.261  0.220
H: -0.079 -1.565 -0.853  0.189
H: 1.455 -1.949 -1.657  0.403
H: -1.213 4.918 3.176  0.097
H: -2.825 1.347 -3.171  0.375
H: -8.237 7.721 7.905  0.208
H: 2.248 -8.869 -2.754  0.093
H: -1.923 3.304 4.855  0.273
H: -2.146 6.228 3.927  0.289
H: 7.941 -9.437 2.253  0.198
H: -8.190 7.629 3.601  0.302
H: 3.275 -10.182 -2.154  0.284
H: 0.216 5.707 -10.472  0.290
H: 3.338 2.232 0.103  0.335
H: 6.104 -4.179 -1.206  0.166
H: 8.814 -10.734 1.415  0.259
H: 2.444 1.689 -2.250  0.121
H: 0.681 0.156 -2.632  0.284
H: -2.070 1.943 1.705  0.521
H: 7.566 -3.551 -0.419  0.262
H: -0.089 -0.241 1.111  0.040
H: 1.980 1.315 0.786  0.364
H: 1.689 -2.385 0.738  0.242

Values from the calculation:
Kohn-Sham gap = 8.4 eV
DFT total energy = -5209.90222 a.u.
multiplicity = 1
molecular weight = 1234.82 g/mol
maximum force = 1.93 eV Å⁻¹
HOMO level = -9.41 eV
structure (SMILES) = NCCCCCN(N=C=S)C(=O)Oc1ccccn1.O=C1OC[C@@H](F)O1.O=C1OC[C@@H](F)O1.O=C1OC[C@@H](F)O1.O=C1OC[C@@H](F)O1.O=C1OC[C@@H](F)O1.O=C1OC[C@@H](F)O1.O=C1OC[C@@H](F)O1.O=C1OC[C@@H](F)O1.O=C1OC[C@@H](F)O1

No. 2
Below is C39H43IrN8OPS as an isolated structure at a distorted geometry, with properties calculated with ωB97M-V/def2-TZVPD.

Each line ends with the Mulliken charge.
CARTESIAN COORDINATES (ANGSTROEM)
Ir: 0.047 0.141 0.070  1.792
S: 2.287 -0.745 -2.375  0.318
P: -0.973 -1.934 0.499  2.506
O: 0.952 -0.837 -1.637  -1.338
N: 1.019 -0.314 2.735  0.481
N: -2.346 -4.183 -0.235  0.122
N: -0.828 1.180 2.798  -1.348
N: -1.617 0.883 -1.084  0.657
N: -1.016 1.054 1.501  1.954
N: -0.604 -4.468 1.458  0.161
N: -2.711 -3.354 2.045  0.155
N: 1.638 1.532 0.325  0.879
C: 1.393 2.771 0.892  -0.389
C: -1.270 -5.022 0.284  -0.877
C: -2.089 1.831 1.041  0.032
C: 2.424 -0.665 -5.040  -0.825
C: -4.032 -0.689 -3.400  -0.674
C: -1.832 -2.936 -0.791  -1.083
C: -3.837 3.461 1.299  -0.730
C: 3.989 2.038 0.028  -0.095
C: 2.360 0.895 -3.161  -0.523
C: -1.389 0.155 -3.366  0.637
C: -3.303 -3.935 0.843  -0.902
C: 2.106 3.219 2.016  -0.104
C: 0.077 4.790 0.925  -0.718
C: 1.783 4.431 2.592  -0.939
C: -2.187 0.331 -2.235  -1.198
C: -3.410 2.544 -0.873  -0.290
C: 5.634 0.292 0.205  -0.702
C: 3.306 -0.225 0.516  -0.227
C: 1.977 0.737 -4.631  -0.396
C: -2.400 1.741 -0.331  0.324
C: -3.521 -0.090 -2.263  -0.036
C: 0.373 3.569 0.357  0.014
C: -1.612 -4.209 2.487  -0.924
C: 2.973 1.114 0.311  -0.043
C: 2.183 -0.734 4.796  -1.289
C: -2.257 -1.987 1.811  -1.543
C: -4.124 3.404 -0.061  -0.947
C: -2.828 2.688 1.853  -0.741
C: 1.326 0.135 5.478  -0.487
C: 0.198 0.521 3.390  -0.253
C: 1.933 -1.591 -3.935  -0.240
C: 5.306 1.623 -0.032  -0.823
C: 0.142 -3.259 1.128  -1.523
C: 0.330 0.759 4.779  -0.772
C: 4.630 -0.625 0.481  -1.203
C: 1.976 -0.916 3.445  -0.180
C: 0.776 5.221 2.048  -0.621
C: -3.235 -0.863 -4.524  -0.866
C: -1.915 -0.432 -4.504  -0.229
H: 3.385 1.239 -3.033  0.615
H: -1.127 -3.148 -1.600  0.325
H: -4.139 0.039 -1.385  0.510
H: 3.512 -0.709 -5.117  0.312
H: 0.897 0.834 -4.756  0.091
H: 2.866 2.586 2.453  0.543
H: 2.412 -2.567 -3.914  0.545
H: -1.700 -5.986 0.564  0.354
H: -0.159 3.216 -0.516  0.314
H: 0.532 6.170 2.504  0.435
H: 2.980 -1.257 5.299  0.465
H: 3.731 3.072 -0.153  0.554
H: -2.651 -2.358 -1.220  0.346
H: -5.061 -1.022 -3.410  0.425
H: -0.705 5.404 0.501  0.496
H: 2.312 4.761 3.475  0.425
H: -4.091 -3.275 0.478  0.388
H: -1.129 -3.752 3.353  0.415
H: -2.032 -5.170 2.790  0.287
H: -0.367 0.501 -3.329  -0.289
H: -1.847 -1.562 2.730  0.375
H: 0.890 -3.485 0.362  0.387
H: 4.877 -1.663 0.659  0.509
H: 6.666 -0.026 0.170  0.460
H: 6.081 2.342 -0.258  0.456
H: -0.367 1.436 5.248  0.568
H: 2.512 -0.935 0.701  0.524
H: -2.593 2.742 2.904  0.537
H: -3.610 2.495 -1.934  0.531
H: -0.531 -5.187 -0.504  0.397
H: -4.897 4.029 -0.483  0.452
H: -4.399 4.127 1.938  0.454
H: -3.101 -1.357 1.511  0.446
H: 2.622 -1.592 2.898  0.405
H: -3.642 -1.325 -5.411  0.434
H: 2.017 -0.968 -6.004  0.420
H: 0.849 -1.715 -3.945  -0.034
H: -1.296 -0.546 -5.386  0.457
H: 1.705 1.536 -2.571  0.124
H: 1.442 0.305 6.539  0.436
H: 2.445 1.511 -5.237  0.491
H: -3.751 -4.892 1.117  0.317
H: 0.662 -2.894 2.013  0.341

Values from the calculation:
Kohn-Sham gap (alpha / beta) = 6.6 / 5.6 eV
net charge = +1
DFT total energy = -2868.82539 a.u.
multiplicity = 5
molecular weight = 895.09 g/mol
maximum force = 1.13 eV Å⁻¹
HOMO level (alpha / beta) = -8.46 / -10.30 eV